14 unconnected molecules or ions with the total composition C33H94O14 at a distorted geometry, computed with ωB97M-V with the def2-TZVPD basis set.

Geometry as ORCA input:
```
! RIJCOSX wB97M-V def2-TZVPD def2/J DEFGRID3
* xyz 0 1
O 0.148 0.575 3.155
H 0.582 1.374 3.438
H -0.600 0.679 3.747
O -1.467 1.986 -0.890
H -0.653 1.489 -0.554
H -1.434 2.787 -0.416
O -2.238 1.101 4.689
H -2.592 1.184 5.568
H -2.929 0.623 4.196
C 0.758 3.132 5.717
C 2.138 2.672 5.293
C 2.480 1.284 5.726
O 2.059 2.645 3.899
H 0.531 3.261 6.792
H -0.087 2.542 5.282
H 0.634 4.165 5.336
H 2.873 3.450 5.470
H 1.861 0.637 5.095
H 2.189 1.156 6.803
H 3.529 1.015 5.569
H 2.343 3.468 3.506
C 4.184 -4.201 3.966
C 3.069 -3.576 4.717
C 2.737 -2.139 4.175
O 1.871 -4.364 4.650
H 4.339 -5.280 4.163
H 5.201 -3.786 4.276
H 4.166 -4.025 2.875
H 3.263 -3.573 5.800
H 2.531 -2.154 3.146
H 3.574 -1.510 4.304
H 1.805 -1.711 4.641
H 2.183 -5.204 4.904
C -5.796 1.085 0.861
C -5.092 2.481 0.706
C -3.809 2.637 1.582
O -4.749 2.739 -0.662
H -5.073 0.237 1.146
H -6.249 0.797 -0.060
H -6.591 1.211 1.662
H -5.812 3.322 0.946
H -3.088 2.034 1.100
H -3.840 2.317 2.582
H -3.531 3.689 1.505
H -4.609 1.909 -1.132
C 3.973 -4.680 -0.310
C 4.248 -4.332 -1.756
C 3.041 -3.624 -2.346
O 5.336 -3.428 -1.702
H 3.900 -3.713 0.205
H 4.853 -5.140 0.117
H 3.079 -5.285 -0.116
H 4.495 -5.146 -2.473
H 2.533 -2.996 -1.597
H 2.311 -4.268 -2.729
H 3.330 -2.966 -3.159
H 5.586 -3.212 -2.633
C -2.654 -1.428 -3.953
C -1.200 -1.264 -3.638
C -0.362 -2.362 -4.243
O -0.789 0.018 -4.059
H -3.015 -2.482 -3.834
H -2.903 -1.150 -4.976
H -3.256 -0.866 -3.346
H -1.015 -1.285 -2.529
H -0.261 -3.259 -3.632
H 0.612 -1.870 -4.378
H -0.671 -2.705 -5.147
H -1.531 0.649 -4.022
C -3.067 -2.163 -0.352
C -1.952 -2.785 0.483
C -1.907 -2.403 1.944
O -1.989 -4.188 0.479
H -3.102 -2.566 -1.348
H -3.002 -1.028 -0.489
H -4.082 -2.228 0.064
H -1.043 -2.580 -0.165
H -1.319 -3.100 2.496
H -2.949 -2.264 2.248
H -1.409 -1.469 2.220
H -2.332 -4.514 1.253
C -2.592 2.897 -5.491
C -2.807 3.289 -4.023
C -4.106 3.990 -3.738
O -2.737 2.051 -3.276
H -1.701 2.234 -5.662
H -2.637 3.753 -6.220
H -3.409 2.285 -5.837
H -2.023 4.017 -3.722
H -4.121 4.890 -4.351
H -4.192 4.188 -2.689
H -4.942 3.369 -4.126
H -2.272 2.176 -2.410
C 2.960 3.790 -1.808
C 2.210 4.158 -3.106
C 1.200 3.039 -3.463
O 1.550 5.435 -3.038
H 3.596 4.635 -1.558
H 3.582 2.882 -1.937
H 2.355 3.546 -0.955
H 2.966 4.310 -3.835
H 1.710 2.081 -3.708
H 0.714 3.370 -4.393
H 0.591 2.968 -2.590
H 1.337 5.567 -3.927
C -0.414 -6.445 -1.644
C -1.639 -6.494 -2.524
C -2.341 -7.820 -2.190
O -2.470 -5.361 -2.303
H -0.743 -6.353 -0.573
H 0.132 -5.537 -1.844
H 0.222 -7.345 -1.760
H -1.317 -6.473 -3.543
H -3.146 -8.154 -2.872
H -2.833 -7.787 -1.222
H -1.632 -8.648 -2.241
H -2.343 -5.014 -1.409
C 2.424 -0.628 0.823
C 1.686 0.381 -0.084
C 1.662 -0.144 -1.526
O 0.385 0.550 0.400
H 3.343 -0.959 0.356
H 1.781 -1.503 0.974
H 2.637 -0.215 1.828
H 2.275 1.324 -0.029
H 2.559 0.339 -1.970
H 0.799 0.227 -2.038
H 1.707 -1.262 -1.636
H 0.401 0.585 1.364
C 1.966 6.824 0.812
C 1.350 6.127 2.014
C 0.524 4.874 1.745
O 2.331 5.720 3.009
H 2.417 7.760 1.179
H 1.344 7.133 -0.006
H 2.745 6.264 0.276
H 0.713 6.812 2.605
H 0.072 4.429 2.582
H 1.171 4.191 1.215
H -0.295 5.195 1.128
H 2.997 6.408 3.119
*
```

For the energy above the lowest of the compared OMol25 structures with the same formula, charge and spin, the calculation gives 143.6 kJ/mol. As for the LUMO energy: 0.125 eV.

***

12 unconnected molecules or ions with the total composition C33H95N19O15 at a distorted geometry, computed with ωB97M-V with the def2-TZVPD basis set.

Geometry as ORCA input:
```
! RIJCOSX wB97M-V def2-TZVPD def2/J DEFGRID3
* xyz 0 1
C 12.388 -30.616 -35.194
O 13.348 -29.947 -34.401
C 13.188 -28.559 -34.229
C 13.849 -27.833 -35.373
C 15.381 -28.073 -35.581
N 13.496 -26.425 -35.304
H 12.389 -30.097 -36.153
H 11.385 -30.844 -34.832
H 12.876 -31.590 -35.231
H 12.132 -28.314 -34.109
H 13.698 -28.136 -33.364
H 13.315 -28.202 -36.249
H 15.708 -29.111 -35.520
H 16.009 -27.491 -34.906
H 15.612 -27.736 -36.591
H 12.639 -26.508 -34.777
H 13.055 -25.951 -36.079
C 13.240 -37.540 -39.956
O 13.516 -36.109 -39.767
C 13.712 -35.781 -38.377
C 14.977 -34.867 -38.079
C 14.904 -33.435 -38.647
N 16.171 -35.516 -38.692
H 14.054 -38.261 -39.882
H 13.003 -37.644 -41.014
H 12.340 -37.952 -39.500
H 12.821 -35.153 -38.383
H 13.596 -36.594 -37.660
H 15.060 -34.768 -36.997
H 15.857 -32.906 -38.635
H 14.258 -32.804 -38.036
H 14.466 -33.276 -39.632
H 15.847 -36.178 -39.383
H 16.716 -34.809 -39.164
C 16.217 -32.694 -25.792
O 14.797 -32.830 -25.574
C 14.328 -34.135 -25.718
C 12.940 -34.138 -25.141
N 12.137 -35.286 -25.448
C 11.921 -35.632 -26.839
C 11.467 -34.517 -27.861
O 10.220 -33.785 -27.558
C 9.109 -34.663 -27.585
H 16.664 -33.541 -25.272
H 16.790 -31.796 -25.562
H 16.431 -32.949 -26.830
H 14.894 -34.789 -25.055
H 14.571 -34.609 -26.670
H 12.491 -33.277 -25.636
H 12.922 -34.114 -24.051
H 11.280 -35.329 -24.914
H 11.083 -36.329 -26.813
H 12.804 -36.199 -27.134
H 11.346 -34.844 -28.894
H 12.311 -33.844 -28.017
H 9.012 -35.186 -28.536
H 8.233 -34.016 -27.535
H 9.105 -35.416 -26.797
C 14.193 -34.136 -33.337
O 12.980 -34.951 -33.404
C 12.713 -35.147 -34.805
C 11.368 -35.887 -34.845
N 10.273 -34.950 -35.089
C 8.965 -35.338 -34.395
C 8.908 -35.114 -32.879
O 8.807 -33.754 -32.605
C 9.977 -33.146 -32.107
H 14.258 -34.004 -32.257
H 13.994 -33.151 -33.760
H 15.098 -34.637 -33.681
H 13.539 -35.775 -35.137
H 12.749 -34.231 -35.395
H 11.145 -36.362 -33.890
H 11.418 -36.763 -35.492
H 10.421 -33.972 -34.887
H 8.366 -36.197 -34.697
H 8.280 -34.577 -34.771
H 9.543 -35.758 -32.272
H 7.933 -35.423 -32.501
H 10.755 -33.300 -32.854
H 10.262 -33.572 -31.145
H 9.725 -32.097 -31.951
C 16.307 -37.047 -31.441
O 16.224 -37.243 -32.884
C 17.319 -36.754 -33.615
C 17.270 -36.894 -35.135
N 18.165 -35.993 -35.897
C 19.538 -36.475 -35.769
C 20.744 -35.452 -35.971
O 21.007 -35.026 -34.675
C 22.285 -35.380 -34.135
H 16.828 -36.139 -31.136
H 16.804 -37.896 -30.973
H 15.266 -37.077 -31.116
H 18.254 -37.186 -33.259
H 17.353 -35.704 -33.324
H 16.285 -36.591 -35.491
H 17.479 -37.922 -35.430
H 17.809 -35.888 -36.836
H 19.624 -37.369 -36.386
H 19.758 -36.961 -34.818
H 20.398 -34.631 -36.599
H 21.561 -35.978 -36.466
H 22.341 -36.460 -33.998
H 22.368 -35.055 -33.098
H 23.149 -35.116 -34.744
N 5.378 -36.785 -36.829
C 6.518 -37.361 -36.541
N 7.454 -36.947 -37.366
O 6.702 -38.293 -35.767
H 4.556 -37.170 -36.387
H 5.288 -36.090 -37.557
H 8.313 -37.476 -37.417
H 7.336 -36.052 -37.818
N 14.741 -39.000 -34.228
C 13.482 -39.245 -34.611
N 13.594 -40.056 -35.632
O 12.426 -38.808 -34.116
H 15.492 -39.627 -34.479
H 15.086 -38.340 -33.546
H 12.723 -40.211 -36.120
H 14.403 -40.294 -36.187
N 12.279 -37.833 -31.335
C 11.181 -38.321 -30.921
N 10.864 -39.248 -31.719
O 10.735 -38.102 -29.841
H 12.627 -38.034 -32.262
H 12.869 -37.184 -30.834
H 11.314 -39.220 -32.622
H 10.054 -39.831 -31.561
N 8.904 -42.056 -34.747
C 9.893 -41.314 -35.093
N 9.794 -40.033 -34.791
O 10.810 -41.717 -35.716
H 8.809 -42.977 -35.151
H 8.124 -41.620 -34.276
H 10.589 -39.429 -34.942
H 8.884 -39.649 -34.579
N 14.634 -30.035 -30.894
C 15.801 -30.060 -31.574
N 15.594 -30.401 -32.785
O 16.943 -29.852 -31.118
H 14.601 -29.756 -29.924
H 13.786 -30.377 -31.323
H 14.676 -30.616 -33.147
H 16.360 -30.633 -33.402
N 6.059 -37.388 -30.525
C 7.219 -37.971 -30.371
N 8.198 -37.156 -30.139
O 7.306 -39.178 -30.278
H 5.190 -37.887 -30.398
H 6.083 -36.394 -30.702
H 8.130 -36.242 -30.562
H 9.093 -37.600 -29.992
N 5.680 -33.542 -31.958
C 6.017 -33.705 -30.690
N 6.638 -32.696 -30.260
O 5.885 -34.697 -30.024
H 4.925 -34.185 -32.149
H 5.627 -32.604 -32.330
H 6.975 -32.879 -29.326
H 7.016 -31.955 -30.833
*
```

As for the structure (SMILES): COC[C@H](C)N.COC[C@H](C)N.COCCNCCOC.COCCNCCOC.COCCNCCOC.NC(N)=O.NC(N)=O.NC(N)=O.NC(N)=O.NC(N)=O.NC(N)=O.NC(N)=O. As for the LUMO energy: 0.091 eV.

***

13 unconnected molecules or ions with the total composition C33H96N4O13 at a distorted geometry, computed with ωB97M-V with the def2-TZVPD basis set.

Geometry as ORCA input:
```
! RIJCOSX wB97M-V def2-TZVPD def2/J DEFGRID3
* xyz 0 1
C 1.383 2.389 -5.550
C 2.431 1.273 -5.568
C 1.977 0.079 -6.375
O 3.703 1.730 -6.022
H 0.778 2.444 -6.457
H 1.896 3.354 -5.513
H 0.759 2.337 -4.660
H 2.559 0.956 -4.522
H 1.953 0.390 -7.422
H 0.976 -0.261 -6.102
H 2.588 -0.812 -6.222
H 4.194 2.063 -5.269
C -3.834 -3.848 -3.935
C -3.651 -3.197 -5.288
C -4.942 -2.757 -5.940
O -2.820 -2.022 -5.115
H -4.410 -3.142 -3.311
H -2.919 -3.946 -3.355
H -4.462 -4.739 -3.973
H -3.050 -3.810 -5.961
H -5.610 -3.627 -6.038
H -4.813 -2.452 -6.978
H -5.474 -1.993 -5.376
H -3.293 -1.446 -4.500
C 1.236 -0.495 7.722
C 1.348 -0.588 6.206
C 0.158 -0.005 5.452
O 2.538 -0.070 5.657
H 2.095 -0.971 8.183
H 0.276 -0.880 8.059
H 1.185 0.578 7.954
H 1.341 -1.652 5.950
H -0.051 -0.525 4.517
H 0.284 1.047 5.168
H -0.782 0.020 6.015
H 2.709 0.817 5.988
C -1.002 6.985 -3.223
C 0.244 6.494 -2.531
C -0.053 5.404 -1.526
O 1.101 5.930 -3.547
H -0.798 7.770 -3.954
H -1.677 7.408 -2.476
H -1.512 6.206 -3.790
H 0.833 7.305 -2.102
H -0.652 5.730 -0.670
H 0.868 5.077 -1.029
H -0.521 4.538 -1.986
H 1.988 6.102 -3.220
C -0.332 -0.412 -2.619
C -0.895 0.580 -1.596
C -0.176 0.331 -0.284
O -0.718 1.165 0.721
C 0.019 1.069 1.936
N -0.891 1.950 -2.098
H 0.722 -0.182 -2.790
H -0.921 -0.329 -3.533
H -0.450 -1.429 -2.251
H -1.949 0.286 -1.510
H 0.895 0.528 -0.429
H -0.352 -0.710 0.017
H 0.252 0.022 2.152
H -0.546 1.573 2.711
H 0.990 1.558 1.798
H -1.228 2.515 -1.321
H 0.051 2.278 -2.294
C 2.535 -5.414 -0.341
C 3.370 -4.234 -0.762
C 2.565 -2.949 -0.890
O 1.645 -2.983 -1.969
C 2.259 -2.602 -3.182
N 4.437 -3.934 0.235
H 1.855 -5.241 0.490
H 3.146 -6.312 -0.245
H 1.884 -5.627 -1.200
H 3.901 -4.416 -1.704
H 3.189 -2.050 -0.931
H 1.944 -2.872 0.008
H 2.859 -3.376 -3.679
H 2.886 -1.725 -2.992
H 1.508 -2.372 -3.940
H 5.017 -4.746 0.413
H 5.030 -3.198 -0.130
C 3.932 2.515 3.263
C 5.225 3.266 3.539
C 6.330 2.813 2.621
O 6.548 1.429 2.784
C 7.562 0.953 1.931
N 5.038 4.722 3.381
H 3.128 2.683 3.984
H 4.131 1.447 3.380
H 3.584 2.712 2.248
H 5.450 3.074 4.596
H 7.242 3.351 2.930
H 6.127 3.031 1.568
H 7.406 1.165 0.871
H 7.617 -0.115 2.145
H 8.539 1.357 2.234
H 4.344 5.028 4.052
H 5.909 5.184 3.623
C -4.562 -2.162 0.042
C -5.289 -1.812 1.336
C -6.222 -2.911 1.796
O -5.457 -4.060 2.053
C -6.217 -5.226 2.200
N -4.282 -1.614 2.439
H -3.818 -2.943 0.188
H -4.039 -1.280 -0.344
H -5.263 -2.423 -0.758
H -5.773 -0.837 1.280
H -6.954 -3.109 0.999
H -6.772 -2.601 2.692
H -6.993 -5.247 1.432
H -6.667 -5.267 3.201
H -5.570 -6.099 2.160
H -3.476 -1.156 2.017
H -3.927 -2.561 2.577
C -5.022 0.644 -2.681
O -3.875 0.787 -3.484
H -5.097 1.407 -1.903
H -5.941 0.642 -3.268
H -5.012 -0.321 -2.155
H -3.211 1.338 -3.055
C 2.957 -2.357 3.113
O 3.468 -3.632 2.843
H 2.047 -2.445 3.725
H 3.635 -1.721 3.687
H 2.552 -1.819 2.242
H 3.840 -3.684 1.935
C -0.674 -3.412 2.107
O -1.023 -2.570 3.186
H 0.207 -3.066 1.577
H -0.468 -4.447 2.415
H -1.526 -3.558 1.428
H -1.789 -2.957 3.618
C -4.063 1.886 1.826
O -2.997 2.638 1.320
H -4.859 2.585 2.068
H -4.411 1.109 1.129
H -3.804 1.298 2.717
H -2.230 2.149 0.991
C -0.556 4.603 2.586
O 0.838 4.442 2.254
H -0.583 5.455 3.271
H -1.191 4.745 1.715
H -0.813 3.725 3.169
H 1.193 5.299 2.007
*
```

As for the LUMO energy: 0.318 eV.